No. 1
Computed, not measured: 2 unconnected molecules or ions with the total composition C11H13N3S at a distorted geometry, with the ωB97M-V functional and the def2-TZVPD basis.

```
! RIJCOSX wB97M-V def2-TZVPD def2/J DEFGRID3
* xyz 0 1
C 0.504 -3.640 0.932
C 1.416 -2.275 0.560
C -0.349 -1.408 1.794
C -1.526 -2.209 1.007
C 0.415 -0.197 -0.042
C -0.026 1.859 -1.070
C -0.374 3.188 -1.265
C -0.386 3.918 -0.082
C -0.106 3.271 1.154
C 0.121 1.974 1.357
C 0.197 1.191 0.155
H 1.035 -4.459 0.211
H 0.617 -3.874 2.119
H 1.585 -2.328 -0.638
H 2.456 -2.302 1.098
H -1.084 -0.661 2.211
H -0.032 -2.217 2.611
H -2.803 -2.147 1.758
H -1.974 -1.318 0.116
H -0.722 -3.469 -0.796
H -0.859 3.589 -2.258
H -0.539 4.970 -0.072
H 0.207 4.056 1.866
H 0.382 1.283 2.206
N 0.877 -0.934 1.087
N -0.799 -3.386 0.348
N 0.093 -0.644 -1.239
S 0.076 0.599 -2.425
*
```

Output
LUMO level: 0.0087 Eh
gap between HOMO and LUMO: 8.454 eV
HOMO: -0.30198 hartree
molecular weight: 219.313 g/mol



No. 2
Computed, not measured: 3 unconnected molecules or ions with the total composition C39H57Cl2N2O5P, with the ωB97M-V functional and the def2-TZVPD basis.

```
! RIJCOSX wB97M-V def2-TZVPD def2/J DEFGRID3
* xyz 0 1
C -3.359 -4.738 -9.649
C -3.092 -5.078 -8.170
C -1.608 -5.109 -7.803
C -1.289 -5.941 -6.561
C 0.178 -6.361 -6.458
C 1.089 -5.280 -5.886
C 0.754 -4.888 -4.441
C 1.963 -4.458 -3.589
C 2.075 -2.946 -3.317
C 1.839 -2.564 -1.855
C 2.297 -1.141 -1.498
C 3.157 -1.109 -0.239
C 2.403 -1.672 0.987
P 2.511 -0.609 2.458
C 0.856 0.257 2.110
O 0.582 1.121 3.206
C 0.567 2.471 2.997
C 1.389 3.065 2.043
C 1.363 4.445 1.831
C 2.244 5.089 0.798
C 0.496 5.204 2.610
C -0.308 4.605 3.575
C -0.300 3.228 3.803
C -1.190 2.563 4.835
C -2.348 1.825 4.160
C -1.702 3.524 5.897
C 4.203 -1.336 3.149
Cl 5.252 -2.252 2.113
C 4.561 -1.105 4.410
C 3.775 -0.275 5.386
Cl 6.016 -1.750 5.109
H -3.874 -5.550 -10.155
H -3.984 -3.852 -9.750
H -2.430 -4.537 -10.178
H -3.535 -6.045 -7.931
H -3.605 -4.352 -7.540
H -1.036 -5.489 -8.652
H -1.277 -4.080 -7.644
H -1.568 -5.365 -5.677
H -1.928 -6.825 -6.557
H 0.528 -6.629 -7.457
H 0.260 -7.266 -5.853
H 2.125 -5.615 -5.941
H 1.023 -4.402 -6.534
H 0.028 -4.075 -4.448
H 0.262 -5.739 -3.966
H 2.873 -4.784 -4.093
H 1.934 -4.991 -2.640
H 3.060 -2.581 -3.611
H 1.335 -2.433 -3.933
H 0.776 -2.685 -1.635
H 2.354 -3.292 -1.224
H 1.433 -0.490 -1.361
H 2.884 -0.738 -2.323
H 4.053 -1.707 -0.405
H 3.514 -0.095 -0.053
H 2.713 -2.685 1.224
H 1.340 -1.719 0.745
H 3.172 0.641 2.368
H 1.931 -1.086 3.651
H 0.800 0.788 1.157
H 0.076 -0.508 2.106
H 2.058 2.453 1.452
H 1.652 5.772 0.191
H 2.678 4.349 0.132
H 3.036 5.669 1.267
H 0.461 6.274 2.456
H -0.970 5.227 4.163
H -0.577 1.810 5.337
H -2.938 2.504 3.546
H -1.960 1.044 3.511
H -2.999 1.351 4.894
H -2.069 2.962 6.756
H -0.916 4.189 6.251
H -2.535 4.128 5.535
H 3.210 0.511 4.888
H 4.451 0.202 6.089
H 3.068 -0.886 5.949
O 0.665 8.128 0.338
N -0.285 8.203 -0.417
O -0.428 7.524 -1.411
C -1.338 9.182 -0.095
C -1.183 9.982 1.021
C -2.176 10.901 1.316
C -3.295 11.005 0.500
C -3.427 10.188 -0.615
C -2.441 9.265 -0.923
H -0.306 9.883 1.642
H -2.075 11.537 2.184
H -4.067 11.726 0.734
H -4.300 10.268 -1.247
H -2.525 8.619 -1.783
O -3.377 -1.297 2.822
N -3.535 -2.497 2.712
O -4.444 -3.021 2.105
C -2.558 -3.385 3.375
C -1.588 -2.826 4.187
C -0.681 -3.671 4.807
C -0.752 -5.044 4.606
C -1.739 -5.579 3.790
C -2.658 -4.747 3.170
H -1.558 -1.758 4.343
H 0.080 -3.257 5.455
H -0.042 -5.697 5.093
H -1.797 -6.648 3.637
H -3.434 -5.144 2.532
*
```

Output
LUMO level: -0.0194 Eh
gap between HOMO and LUMO: 7.408 eV
HOMO: -0.29162 hartree
SMILES: CCCCCCCCCCCCC[PH2](COc1cc(C)ccc1C(C)C)/C(Cl)=C(\C)Cl.O=[N+]([O-])c1ccccc1.O=[N+]([O-])c1ccccc1
molecular weight: 735.774 g/mol



No. 3
Computed, not measured: a molecular structure, C17H20Cl2FeN4O2, with the ωB97M-V functional and the def2-TZVPD basis.

```
! RIJCOSX wB97M-V def2-TZVPD def2/J DEFGRID3
* xyz 1 6
Fe 1.117 -0.038 -1.086
C 1.124 -3.455 -3.707
C 0.540 -2.450 -2.763
O 1.264 -1.469 -2.446
C -0.777 -2.670 -2.273
C -1.504 -1.837 -1.438
C -2.913 -2.177 -1.073
N -0.947 -0.698 -0.974
N -1.736 0.058 -0.242
C -1.107 1.194 0.154
O 0.095 1.448 -0.146
C -1.887 2.148 0.951
C -1.281 3.327 1.386
C -2.000 4.236 2.139
C -3.327 3.975 2.459
C -3.936 2.805 2.025
C -3.221 1.890 1.272
H 1.563 -4.266 -3.120
H 0.365 -3.890 -4.354
H 1.912 -2.996 -4.298
H -1.270 -3.562 -2.630
H -3.166 -3.177 -1.415
H -3.057 -2.102 0.004
H -3.596 -1.460 -1.531
H -0.251 3.522 1.120
H -1.532 5.152 2.475
H -3.890 4.689 3.046
H -4.970 2.608 2.272
H -3.683 0.977 0.927
Cl 2.081 2.331 -2.270
C 3.756 1.757 -2.320
Cl 3.876 0.226 -1.428
H 4.387 2.491 -1.835
H 4.044 1.584 -3.349
C 2.659 0.932 2.014
C 2.091 -0.436 1.879
N 1.607 -0.982 0.778
C 1.228 -2.270 1.102
C 1.480 -2.497 2.414
N 2.020 -1.325 2.890
H 2.109 1.624 1.380
H 3.710 0.943 1.721
H 2.588 1.280 3.043
H 0.794 -2.933 0.374
H 1.325 -3.358 3.038
H 2.319 -1.151 3.835
*
```

Output
expectation value of S²: 8.78
LUMO level (alpha / beta): -0.0980 / -0.1711 Eh
gap between HOMO and LUMO (alpha / beta): 7.885 / 6.984 eV
HOMO (alpha / beta): -0.38775 / -0.42780 hartree
molecular weight: 439.124 g/mol



No. 4
Computed, not measured: a gas-phase ion, CH9N2P2 (charge +1) at a distorted geometry, with the ωB97M-V functional and the def2-TZVPD basis.

```
! RIJCOSX wB97M-V def2-TZVPD def2/J DEFGRID3
* xyz 1 3
C 1.417 -0.713 -0.266
N -1.500 0.360 0.832
N 2.445 0.156 -0.010
P 0.055 0.386 0.593
P -2.713 -0.096 -0.153
H 1.168 -0.802 -1.367
H 1.343 -1.753 0.146
H 3.360 -0.134 0.394
H 2.723 0.704 -0.784
H -2.972 -1.458 -0.010
H 0.445 1.533 -0.011
H 0.658 0.988 1.728
H -2.762 -0.072 -1.471
H -3.669 0.902 0.378
*
```

Output
expectation value of S²: 2.01
LUMO level (alpha / beta): -0.1193 / -0.2999 Eh
gap between HOMO and LUMO (alpha / beta): 5.781 / 6.437 eV
HOMO (alpha / beta): -0.33173 / -0.53648 hartree
molecular weight: 111.045 g/mol



No. 5
Computed, not measured: a gas-phase ion, C6H17N2 (charge +1) at a distorted geometry, with the ωB97M-V functional and the def2-TZVPD basis.

```
! RIJCOSX wB97M-V def2-TZVPD def2/J DEFGRID3
* xyz 1 1
C -1.145 -1.323 -1.803
C 0.016 -0.450 -1.447
C 1.305 -1.070 -1.149
N -0.281 0.703 -0.410
C -1.049 1.886 -0.770
C -0.704 0.192 0.896
C 0.305 0.821 1.910
N 1.247 -0.221 2.553
H -1.950 -0.768 -2.017
H -0.736 -1.924 -2.667
H -1.488 -2.026 -1.029
H 0.299 0.192 -2.356
H 1.388 -1.695 -0.245
H 2.171 -0.382 -1.189
H 1.591 -1.689 -1.993
H -2.057 1.693 -0.826
H -0.802 2.758 -0.217
H -0.749 2.129 -1.822
H -0.643 -0.967 1.112
H -1.698 0.461 1.189
H 0.918 1.634 1.427
H -0.355 1.168 2.765
H 0.780 -1.084 2.553
H 2.197 -0.124 2.044
H 1.441 0.089 3.490
*
```

Output
LUMO level: -0.1318 Eh
gap between HOMO and LUMO: 8.471 eV
HOMO: -0.44308 hartree
SMILES: CC(C)N(C)CC[NH3+]
molecular weight: 117.216 g/mol